## P
A molecular structure, C5H13NO2, computed with the ωB97M-V functional and the def2-TZVPD basis.

```
21
Properties=species:S:1:pos:R:3
N 0.8277 -0.3532 -1.2058
C 0.0960 0.5067 -0.2476
C -1.3303 0.5198 -0.5525
C -2.2456 -0.2407 0.2010
C -3.5798 -0.4193 -0.0008
C 0.7302 1.8929 -0.2588
H 1.6143 -0.7877 -0.6943
H 0.3202 0.0428 0.7328
H -1.7935 1.3461 -1.0988
H -1.7694 -0.7376 1.0459
H -3.9922 0.2255 -0.7730
H -4.0587 -1.2957 0.4078
H 0.2445 2.6689 0.3343
H 1.7391 1.6522 0.1053
H 0.8572 2.2027 -1.2956
H 2.3108 -1.1718 0.8985
H 0.2290 -0.8629 -1.8355
O 1.5202 -0.6774 1.6841
H 1.8549 -0.7872 2.5758
H 3.4873 -2.2441 0.0723
O 2.9381 -1.4800 -0.0951
```

Summary:
- LUMO energy: -0.1183 hartree
- Multiplicity: 1
- HOMO-LUMO gap: 4.90 eV

Mulliken atomic charges, in units of e: N -0.506; C 1.080; C -0.484; C 0.040; C -0.601; C -1.542; H 0.325; H 0.099; H 0.389; H 0.334; H 0.266; H 0.301; H 0.380; H 0.316; H 0.352; H 0.341; H 0.205; O -0.807; H 0.200; H 0.225; O -0.916


## Q
2 unconnected molecules or ions with the total composition C5H13NO2, computed with the ωB97M-V functional and the def2-TZVPD basis.

```
21
Properties=species:S:1:pos:R:3
H 2.3189 -1.8797 1.0449
N 2.3191 -1.1985 0.2949
C 2.1250 -0.0190 0.5843
C 1.9931 0.8531 1.7634
O 1.8062 1.1216 -0.4432
O 1.6245 0.9262 -1.8416
H 1.1302 0.5674 2.3602
H 1.7576 1.8388 1.2400
H 2.9139 0.8506 2.3413
H 2.4948 1.1115 -2.2216
C -2.0373 0.6349 0.3095
C -1.4129 -0.6730 -0.1646
C -2.0362 -1.1747 -1.4631
H -1.5957 0.9722 1.2477
H -3.1033 0.5074 0.5011
H -1.8929 1.4080 -0.4443
H -1.5088 -1.4332 0.6163
H -0.3497 -0.5194 -0.3487
H -3.1011 -1.3664 -1.3265
H -1.8989 -0.4387 -2.2546
H -1.5464 -2.0892 -1.7953
```

Summary:
- LUMO energy: 0.0312 hartree
- Multiplicity: 1
- HOMO-LUMO gap: 10.99 eV

Mulliken atomic charges, in units of e: H 0.250; N -0.612; C 0.687; C -0.879; O -0.263; O -0.360; H 0.275; H 0.273; H 0.327; H 0.304; C -1.144; C 0.223; C -1.288; H 0.279; H 0.380; H 0.296; H 0.299; H -0.054; H 0.349; H 0.316; H 0.343


Stability check: which of them is most stable? Q.


## P
C5H13NO2 in the gas phase, computed with the ωB97M-V functional and the def2-TZVPD basis.

```
21
Properties=species:S:1:pos:R:3
C -1.4656 0.4607 0.1962
C -0.0813 -0.0594 -0.2409
N 0.5112 -0.9733 0.7086
C -0.0820 -2.2371 1.0668
O -1.1726 -2.1100 1.9847
C 0.9417 1.0787 -0.5042
C 0.8083 1.5293 -1.9739
O 0.6992 2.0789 0.4485
H -2.1981 -0.3377 0.0546
H -1.8641 1.1915 -0.5140
H -1.5241 0.8804 1.2038
H -0.2822 -0.5011 -1.2213
H 0.6376 -0.5149 1.6071
H -0.2505 -2.8432 0.1703
H 0.7041 -2.7047 1.6658
H -1.4005 -2.9848 2.3678
H 1.9548 0.6512 -0.4795
H 1.5025 0.9520 -2.6131
H 1.2835 2.4572 -2.2688
H -0.2205 1.4095 -2.3007
H 1.4986 2.5768 0.6421
```

Summary:
- LUMO energy: 0.0311 hartree
- Multiplicity: 1
- HOMO-LUMO gap: 9.80 eV

Mulliken atomic charges, in units of e: C -1.312; C 0.045; N -0.340; C -0.506; O -0.528; C 0.157; C -1.268; O -0.534; H 0.390; H 0.423; H 0.264; H 0.300; H 0.253; H 0.354; H 0.382; H 0.290; H 0.312; H 0.349; H 0.377; H 0.259; H 0.333


## Q
2 unconnected molecules or ions with the total composition C5H13NO2, computed with the ωB97M-V functional and the def2-TZVPD basis.

```
21
Properties=species:S:1:pos:R:3
C 2.2270 -0.9088 0.2006
C 0.8347 -0.8369 0.7740
C 0.4449 0.5347 1.2972
N 0.3272 1.5032 0.2086
C -0.8818 1.2841 -0.6394
C -0.5266 0.4799 -1.8600
O -1.2718 -0.3556 -2.3185
H 2.6621 -1.9054 0.2678
H 2.8844 -0.2381 0.7724
H 2.3715 -0.6298 -0.8501
H 0.6643 -1.5476 1.5844
H 0.1000 -1.2289 0.0937
H 1.2899 0.8615 1.9015
H -0.4522 0.4774 1.9143
H 0.2646 2.4412 0.5831
H -1.2015 2.2800 -0.9350
H -1.6222 0.7533 -0.0660
H 0.4102 0.7201 -2.3946
O -3.0630 -0.9617 -0.0345
H -2.6713 -1.6967 0.4615
H -2.7902 -1.0260 -0.9611
```

Summary:
- LUMO energy: 0.0329 hartree
- Multiplicity: 1
- HOMO-LUMO gap: 10.15 eV

Mulliken atomic charges, in units of e: C -1.160; C -0.157; C -0.847; N -0.412; C -0.618; C 0.015; O -0.526; H 0.381; H 0.270; H 0.249; H 0.390; H 0.162; H 0.457; H 0.372; H 0.240; H 0.434; H 0.364; H 0.401; O -0.657; H 0.300; H 0.340


## R
3 unconnected molecules or ions with the total composition C5H13NO2, computed with the ωB97M-V functional and the def2-TZVPD basis.

```
21
Properties=species:S:1:pos:R:3
C -0.9516 -0.0058 -0.6844
C -1.8485 -0.9602 -0.5177
C -2.0764 -1.8169 0.6917
C -1.1559 -2.5447 1.3734
C -1.5059 -3.4384 2.5608
N 0.1874 -2.2147 1.1160
H -1.0813 0.8506 -1.3407
H -0.1542 0.0101 0.0916
H -2.7784 -1.0346 -1.0953
H -3.0487 -1.7209 1.1771
H -1.2536 -4.3920 2.0991
H -2.5704 -3.3878 2.5974
H -0.8968 -3.2721 3.4400
H 0.8744 -2.4967 1.8094
H 0.5820 -2.5141 0.2307
O 2.8357 4.7640 -0.5020
H 1.9281 4.4406 -0.5172
H 2.7634 5.5006 0.1076
O 2.7590 3.9010 -3.3544
H 2.2507 3.0912 -3.2694
H 3.0721 4.0812 -2.4585
```

Summary:
- LUMO energy: 0.0177 hartree
- Multiplicity: 1
- HOMO-LUMO gap: 8.35 eV

Mulliken atomic charges, in units of e: C -0.557; C -0.452; C -0.343; C 0.519; C -1.136; N -0.513; H 0.277; H 0.265; H 0.273; H 0.265; H 0.290; H 0.308; H 0.360; H 0.203; H 0.241; O -0.648; H 0.323; H 0.313; O -0.643; H 0.300; H 0.356


## S
C5H13NO2 in the gas phase, computed with the ωB97M-V functional and the def2-TZVPD basis.

```
21
Properties=species:S:1:pos:R:3
C 0.5599 1.4753 1.9180
N 0.9820 0.9263 0.6074
C 0.3078 -0.3595 0.3207
C 1.1469 -0.9608 -0.8345
O 0.4908 -2.0895 -1.3938
C -1.1916 -0.1472 -0.0142
C -1.4612 0.8453 -1.0994
O -1.8687 -1.3996 -0.2190
H -0.4029 1.1223 2.2470
H 0.7312 2.5431 1.9296
H 1.3327 1.1887 2.6651
H 1.9609 0.6722 0.6591
H 0.4148 -0.9862 1.2165
H 1.4546 -0.1824 -1.5428
H 2.0583 -1.3424 -0.3532
H 1.1085 -2.6460 -1.8261
H -1.6234 0.0656 0.9762
H -0.5832 1.4347 -1.3745
H -2.4174 1.3518 -0.9493
H -1.6554 0.3800 -2.0812
H -1.3447 -1.8919 -0.8517
```

Summary:
- LUMO energy: 0.0236 hartree
- Multiplicity: 1
- HOMO-LUMO gap: 9.69 eV

Mulliken atomic charges, in units of e: C -0.907; N -0.425; C 0.057; C -0.847; O -0.550; C 0.329; C -1.407; O -0.615; H 0.313; H 0.300; H 0.322; H 0.262; H 0.383; H 0.344; H 0.402; H 0.320; H 0.337; H 0.360; H 0.321; H 0.341; H 0.362


Stability check: which of them is most stable? Q.


## P
3 unconnected molecules or ions with the total composition C5H13NO2, computed with the ωB97M-V functional and the def2-TZVPD basis.

```
21
Properties=species:S:1:pos:R:3
C 0.3990 3.2479 -2.6101
C -0.6149 2.3976 -2.5403
C -0.6489 1.2709 -1.5681
C -1.8168 1.0103 -0.9481
N 0.5256 0.5996 -1.3607
C 0.5927 -0.6443 -0.6421
H 1.2886 3.1646 -2.0007
H 0.3897 4.0769 -3.3063
H -1.5063 2.4404 -3.1492
H -2.0704 0.1942 -0.2856
H -2.6477 1.7082 -0.9599
H 1.2367 0.8183 -2.0230
H -0.3863 -1.1235 -0.6265
H 1.2969 -1.3297 -1.1058
H 0.8666 -0.5197 0.4097
O 2.4214 -0.4812 6.1810
H 2.2136 0.4708 6.2571
H 1.5699 -0.8354 5.9977
O -0.7031 -5.2961 1.5029
H -0.8855 -5.8761 0.7534
H -1.5207 -5.2936 2.0244
```

Summary:
- LUMO energy: 0.0295 hartree
- Multiplicity: 1
- HOMO-LUMO gap: 8.54 eV

Mulliken atomic charges, in units of e: C -0.701; C -0.522; C 0.976; C -1.192; N -0.178; C -0.932; H 0.309; H 0.264; H 0.330; H 0.236; H 0.276; H 0.270; H 0.274; H 0.326; H 0.264; O -0.635; H 0.322; H 0.313; O -0.641; H 0.321; H 0.321


## Q
3 unconnected molecules or ions with the total composition C5H13NO2, computed with the ωB97M-V functional and the def2-TZVPD basis.

```
21
Properties=species:S:1:pos:R:3
C -2.3903 1.5924 -0.8380
C -1.7349 0.7120 -0.0929
C -0.4083 0.1323 -0.4703
N -0.5835 -1.1797 -0.9486
C 0.7679 0.7553 -0.4220
C 1.9130 0.3540 -1.3268
H -2.4065 1.9201 -1.8666
H -3.2086 2.0746 -0.2912
H -2.0632 0.3814 0.8910
H 0.0504 -1.6955 -1.5479
H -1.5364 -1.4667 -1.1352
H 0.9398 1.6848 0.0840
H 2.2335 -0.6727 -1.1209
H 2.7261 1.0683 -1.2781
H 1.5434 0.3359 -2.3630
O 0.4450 1.3883 2.8156
H 0.2913 1.0873 1.9095
H 0.9047 0.7625 3.3740
O 1.3038 -2.9573 0.6519
H 0.8548 -2.4149 -0.0205
H 0.5927 -3.2854 1.2298
```

Summary:
- LUMO energy: 0.0242 hartree
- Multiplicity: 1
- HOMO-LUMO gap: 9.06 eV

Mulliken atomic charges, in units of e: C -0.749; C -0.510; C 0.531; N -0.457; C -0.325; C -1.240; H 0.305; H 0.248; H 0.383; H 0.342; H 0.193; H 0.562; H 0.208; H 0.355; H 0.300; O -0.693; H 0.341; H 0.286; O -0.696; H 0.308; H 0.308


Stability check: which of them is most stable? P.


## P
2 unconnected molecules or ions with the total composition C5H13NO2, computed with the ωB97M-V functional and the def2-TZVPD basis.

```
21
Properties=species:S:1:pos:R:3
C 1.3112 3.2528 -0.0329
C 1.0342 1.9831 -0.3110
C 1.0411 1.4045 -1.6916
O 0.6954 1.1265 0.6773
H 1.5535 3.9457 -0.8191
H 1.2811 3.5842 0.9921
H 1.3298 2.1563 -2.4190
H 1.7393 0.5636 -1.7478
H 0.0473 1.0192 -1.9424
H 0.6997 0.1876 0.3741
N 0.6081 -1.6022 0.1133
C -0.8365 -1.8602 -0.0246
C -1.5311 -1.5351 1.2760
O -2.8677 -2.0061 1.1788
H 1.0736 -1.9014 -0.7394
H 0.9834 -2.1891 0.8552
H -1.0489 -2.8891 -0.3175
H -1.2151 -1.2064 -0.8114
H -1.4851 -0.4597 1.4423
H -0.9986 -2.0131 2.1089
H -3.4147 -1.5612 1.8386
```

Summary:
- LUMO energy: 0.0299 hartree
- Multiplicity: 1
- HOMO-LUMO gap: 9.03 eV

Mulliken atomic charges, in units of e: C -1.002; C 0.868; C -1.024; O -0.562; H 0.255; H 0.283; H 0.326; H 0.252; H 0.249; H 0.406; N -0.613; C -0.518; C -0.340; O -0.517; H 0.236; H 0.201; H 0.398; H 0.220; H 0.329; H 0.239; H 0.315


## Q
3 unconnected molecules or ions with the total composition C5H13NO2, computed with the ωB97M-V functional and the def2-TZVPD basis.

```
21
Properties=species:S:1:pos:R:3
C 0.0897 0.0560 0.4160
C 2.3761 0.0561 -0.8540
C 0.4084 -0.8533 -0.5834
C -1.8463 -1.0760 0.3233
C -0.2566 1.4800 0.1284
N -2.8362 -0.2729 -0.3217
O 0.6105 -0.2030 1.6503
O 2.9130 0.7801 0.2329
H 0.9243 0.6123 2.0585
H 3.3585 0.1786 0.8382
H -3.5009 0.1585 0.3116
H -3.3172 -0.7705 -1.0588
H 2.2188 0.7433 -1.6847
H 2.9739 -0.8128 -1.1455
H -0.0331 -0.7014 -1.5558
H 0.7361 -1.8410 -0.2916
H -1.9275 -1.0666 1.4089
H -1.8352 -2.1062 -0.0335
H -1.0990 1.5828 -0.5495
H -0.5112 2.0137 1.0474
H 0.5539 2.0424 -0.3370
```

Summary:
- LUMO energy (alpha / beta): 0.0318 / 0.0318 hartree
- Multiplicity: 1
- HOMO-LUMO gap (alpha / beta): 6.62 / 6.62 eV

Mulliken atomic charges, in units of e: C 1.132; C -0.618; C -1.220; C -0.730; C -1.475; N -0.419; O -0.516; O -0.494; H 0.343; H 0.307; H 0.201; H 0.202; H 0.305; H 0.368; H 0.317; H 0.404; H 0.344; H 0.366; H 0.424; H 0.399; H 0.359


Stability check: which of them is most stable? P.


## P
A molecular structure, C2H13NO3, computed with the ωB97M-V functional and the def2-TZVPD basis.

```
19
Properties=species:S:1:pos:R:3
H 0.4162 0.1143 0.2938
O 1.5695 0.0158 0.5246
N -0.5937 -0.0085 -0.5161
H 1.8746 -0.2375 1.4084
H -0.6600 0.9228 -0.9124
C -1.6931 -0.6578 0.2578
H -1.8006 -1.6869 -0.0731
H -2.5430 0.0171 0.1944
H -0.0323 -0.5925 -1.1443
C -1.2984 -0.7390 1.7260
H -2.1579 -1.0407 2.3272
H -0.5381 -1.4994 1.9172
H -0.8094 0.1619 2.1075
O 0.6859 3.3140 -1.3408
H 0.6964 2.5058 -1.8937
H 1.0248 2.8682 -0.5504
O 1.8009 -1.0095 -1.7730
H 2.0048 -1.9310 -1.6315
H 2.0534 -0.5170 -0.9218
```

Summary:
- LUMO energy: 0.0244 hartree
- Multiplicity: 1
- HOMO-LUMO gap: 10.54 eV

Mulliken atomic charges, in units of e: H 0.444; O -0.807; N -0.471; H 0.206; H 0.211; C -0.219; H 0.239; H 0.325; H 0.384; C -1.279; H 0.342; H 0.327; H 0.358; O -0.660; H 0.319; H 0.331; O -0.754; H 0.286; H 0.418


## Q
A molecular structure, C2H13NO3, computed with the ωB97M-V functional and the def2-TZVPD basis.

```
19
Properties=species:S:1:pos:R:3
C -1.4524 -0.6240 -1.2684
C -0.3622 -1.1867 -0.5312
N 1.0649 -1.2789 -1.2937
H -1.2548 0.4703 -1.3436
H -2.3226 -0.6372 -0.6675
H -1.7705 -1.1377 -2.1831
H -0.6335 -2.1969 -0.2462
H -0.0411 -0.6185 0.3496
H 0.9828 -0.8124 -2.2306
H 1.6955 -0.7419 -0.6627
H 0.5966 0.1748 2.3727
H 0.1926 0.2642 3.0593
O 2.2030 -0.0958 0.6786
H -0.2198 1.8584 0.1044
H 1.1813 1.2540 0.3238
O 0.7191 2.1418 0.2744
H 3.0434 -0.0772 1.0769
H -2.0434 1.9093 1.4187
O -1.5790 1.3346 0.7682
```

Summary:
- LUMO energy: -0.2010 hartree
- Multiplicity: 1
- HOMO-LUMO gap: 3.97 eV

Mulliken atomic charges, in units of e: C -1.107; C 0.288; N -0.483; H 0.296; H 0.357; H 0.332; H 0.278; H -0.113; H 0.284; H 0.404; H -0.252; H 0.229; O -0.678; H 0.401; H 0.426; O -0.535; H 0.184; H 0.229; O -0.540


Stability check: which of them is most stable? P.


## P
C6H9N3 in the gas phase, computed with the ωB97M-V functional and the def2-TZVPD basis.

```
18
Properties=species:S:1:pos:R:3
C 2.0661 0.0596 -2.4401
C 2.6714 0.8363 -1.4660
N 1.8382 1.2551 -0.5741
N 0.6698 0.7926 -1.0034
N -0.4804 1.0921 -0.2125
C -0.4863 0.5264 1.1711
C -1.7928 -0.0459 1.4452
C -0.6896 -0.9358 1.1467
C 0.7007 0.0523 -2.1264
H 2.5401 -0.1350 -3.3931
H 3.7516 0.8864 -1.2795
H -0.3257 2.0772 -0.1461
H 0.2721 0.9799 1.8102
H -2.5528 -0.0735 0.6706
H -2.1914 -0.0929 2.4092
H -0.1098 -1.5344 1.9281
H -0.5380 -1.3248 0.1859
H -0.2917 -0.3807 -2.6050
```

Summary:
- LUMO energy: 0.0437 hartree
- Multiplicity: 1
- HOMO-LUMO gap: 10.43 eV

Mulliken atomic charges, in units of e: C -0.851; C -0.137; N -0.954; N 0.943; N -0.690; C 0.052; C -0.682; C -0.407; C 0.101; H 0.341; H 0.383; H 0.275; H 0.415; H 0.215; H 0.290; H 0.185; H 0.193; H 0.327


## Q
C6H9N3 in the gas phase, computed with the ωB97M-V functional and the def2-TZVPD basis.

```
18
Properties=species:S:1:pos:R:3
C 0.6209 1.6498 -0.1653
C -0.6937 1.7825 -0.1479
N -1.7749 1.1869 0.5480
C -2.2079 0.0256 0.3051
C -1.2926 -0.9762 -0.4320
N -0.2115 -1.5787 0.4021
N 1.1271 -1.5327 -0.0183
C 2.0602 -0.5046 0.0576
C 1.6787 0.8130 0.2813
H 1.0691 2.4193 -0.7161
H -1.1171 2.6400 -0.6120
H -3.1825 -0.3413 0.6957
H -1.7966 -1.9645 -0.6116
H -0.9325 -0.5160 -1.4202
H -0.4428 -1.3069 1.3732
H 1.2837 -2.4362 -0.4447
H 3.1073 -0.6511 0.2428
H 2.7053 1.2912 0.6625
```

Summary:
- LUMO energy: 0.0342 hartree
- Multiplicity: 1
- HOMO-LUMO gap: 8.52 eV

Mulliken atomic charges, in units of e: C -0.009; C -0.216; N -0.462; C -0.024; C -0.665; N -0.362; N -0.157; C -0.184; C -0.593; H 0.326; H 0.313; H 0.346; H 0.327; H 0.330; H 0.275; H 0.249; H 0.350; H 0.157


Stability check: which of them is most stable? P.